(1)
Formula: C13H17InNO7S
Source: the OMol25 dataset
Level of theory: ωB97M-V/def2-TZVPD

## Properties
LUMO, Eh: -0.6195
HOMO energy, eV: -19.3
Kohn-Sham gap, eV: 2.47
DFT total energy, eV: -45547.2941

```
! RIJCOSX wB97M-V def2-TZVPD def2/J DEFGRID3
* xyz 3 1
C -0.26938 -2.71814 0.81746
C 0.74148 -2.09547 0.65516
C 2.03123 -1.39276 0.60483
C 1.86707 0.03268 -0.06551
C 0.91369 0.95013 0.71240
C -0.22156 1.58920 -0.15357
C -1.27554 2.19843 0.81511
C -2.73034 1.80293 0.48809
C -3.10951 0.35207 1.10896
O -4.27054 -0.04804 0.44599
C -4.12568 -1.22820 -0.36101
C -3.89331 -1.04286 -1.84773
O -4.17541 -2.24912 0.20343
O 1.58276 -0.20687 -1.43727
S 3.01362 -0.39679 -2.26175
O 3.08279 0.67188 -3.17841
O 3.18418 -1.63960 -2.92377
O 4.03240 -0.23902 -0.97369
C 3.30837 0.69446 -0.17072
N 3.90636 1.25683 0.98638
C 4.50595 0.42623 1.70768
O 4.78726 -0.34144 2.51285
H -0.97999 -3.42218 1.22243
H 2.75319 -2.04713 0.03961
H 2.34889 -1.26154 1.65113
H 0.42589 0.38748 1.52360
H 1.43344 1.78162 1.20727
H 0.23011 2.42843 -0.70373
H -0.67264 0.90649 -0.88417
H -1.07551 1.90108 1.85487
H -1.24903 3.31184 0.76542
H -3.39308 2.53391 0.97989
H -2.96243 1.85321 -0.58183
H -3.38118 0.42402 2.17248
H -2.30857 -0.38617 0.90441
H -4.83272 -0.69154 -2.29791
H -3.04074 -0.36735 -1.99372
H -3.63158 -2.03275 -2.24722
H 3.10486 1.56222 -0.83958
In 4.32328 -3.42949 -0.43890
*
```


(2)
Formula: C13H17MnN3O5S
Source: the OMol25 dataset
Level of theory: ωB97M-V/def2-TZVPD

## Properties
LUMO (alpha / beta), Eh: 0.0011 / 0.0007
HOMO energy (alpha / beta), eV: -8.5 / -9.1
Kohn-Sham gap (alpha / beta), eV: 8.58 / 9.07
DFT total energy, eV: -70623.5662

```
! RIJCOSX wB97M-V def2-TZVPD def2/J DEFGRID3
* xyz 0 6
Mn -0.44317 0.10021 0.08983
O 0.70850 2.06959 -0.27250
C 1.95418 1.97319 -0.98510
C 2.66780 0.75487 -0.45226
N 1.81869 -0.42823 -0.56537
C 2.15808 -1.42127 0.46585
C 1.55823 -1.01900 1.81672
O 2.23553 -1.05330 2.82281
O 0.30280 -0.68116 1.73828
C 1.76773 -1.01745 -1.89923
C 0.41463 -1.69146 -2.16810
O 0.33857 -2.57118 -3.00075
O -0.57395 -1.19502 -1.48554
H 0.26786 2.90035 -0.47241
H 2.55879 2.86289 -0.80868
H 1.75553 1.88507 -2.05538
H 2.87953 0.91474 0.60632
H 3.62403 0.63464 -0.97671
H 3.23839 -1.55441 0.56640
H 1.70675 -2.37405 0.18286
H 2.56910 -1.74103 -2.06777
H 1.86198 -0.23013 -2.65115
N -3.15100 -0.73712 -1.90611
C -3.42929 0.51387 -1.54128
S -2.57172 1.35545 -0.32559
N -4.51286 1.05680 -2.14017
C -5.04307 2.37682 -2.05199
C -6.42576 2.50613 -2.03798
C -7.00710 3.76462 -2.02848
C -6.20877 4.89859 -2.03067
C -4.82767 4.76196 -2.04902
C -4.23824 3.50712 -2.06544
H -2.20203 -1.08680 -1.73602
H -3.56911 -1.09455 -2.75179
H -5.10114 0.40901 -2.64057
H -7.04696 1.61721 -2.02587
H -8.08540 3.85471 -2.01465
H -6.65967 5.88221 -2.02578
H -4.19753 5.64192 -2.06495
H -3.16415 3.40671 -2.09708
*
```